A 10-piece molecular cluster, C29H66Cl8N5O9P overall, computed with wB97M-V/def2-TZVPD.

Maximum force   4.8 eV/A
Frontier orbital gap   0.3341 Eh
SMILES   CCOP(=O)(OCC)OCC.CN(C)C=O.CN(C)C=O.CN(C)C=O.CN(C)C=O.CN(C)C=O.ClCCCl.ClCCCl.ClCCCl.ClCCCl
Calculated total energy   -166491.1295 eV
HOMO energy   -9.07 eV
Lowest unoccupied orbital energy   0.02 eV

Geometry as XYZ:
```
118
Properties=species:S:1:pos:R:3:mulliken_charge:R:1
Cl -1.01937 0.35860 -4.89538 -0.0131
Cl 5.74423 4.17528 -2.19713 -0.2062
Cl -3.35147 -3.47919 -2.17964 -0.1268
Cl 3.28933 1.96689 -4.91455 -0.1861
Cl -2.11355 -0.88868 5.64211 -0.2041
Cl 0.08517 -4.13425 -2.48878 -0.1165
Cl -3.74735 2.01157 6.20135 -0.2191
Cl -2.72430 -1.28510 -7.45144 -0.1865
P 4.28532 -3.00914 2.64960 0.8654
O 5.58981 -2.36117 2.10985 -0.7597
O 3.66859 -2.43544 4.06872 -0.3178
O 2.07171 6.19041 -4.06507 -0.5794
O 4.37953 -4.63653 2.75250 -0.2516
O 3.05930 -2.82873 1.58002 -0.2410
O -0.61599 -0.53474 1.34125 -0.2991
O -0.28853 4.42743 0.28818 -0.6400
O -4.03607 -2.79112 1.71016 -0.7388
O -5.13802 1.96451 1.52408 -0.5506
N 0.10752 5.23834 -4.66783 0.2445
N -4.13446 1.28328 -0.49453 0.4395
N -2.72614 -3.88176 3.15154 0.2571
N -0.32699 0.26668 -0.75056 1.6026
N 0.48622 4.23584 2.40160 0.2178
C -0.99813 0.68790 -6.67126 -0.6854
C 2.38821 -2.82447 4.49830 0.6835
C -2.43046 0.56167 4.48030 0.1179
C 0.30031 1.36516 -1.56351 -0.5590
C -1.24421 -4.27404 -3.64744 -0.6507
C -3.74555 -4.78426 3.69513 -1.0488
C -2.34569 0.46473 -7.41352 -0.3937
C 0.18194 4.13194 -3.78041 -0.6563
C -4.04812 1.56890 -1.95700 -0.8583
C 5.80926 -6.41168 3.34967 -1.2200
C -1.36243 -4.22566 3.63867 -0.7617
C -2.35632 -3.30008 -3.62338 0.1235
C -0.54869 -1.03011 -1.42366 -1.4807
C -3.85485 -0.03376 -0.12639 -0.7504
C 2.59258 -1.60299 1.12964 -0.2520
C 1.11346 6.07811 -4.82474 0.1281
C -2.92585 -2.95585 2.22045 0.7744
C 5.07451 -5.19452 3.84451 -0.1351
C 2.04182 -2.09159 5.77710 -1.3027
C 1.56513 4.41650 3.39077 -0.8887
C 4.40292 2.34069 -3.56323 -0.3058
C 4.58994 3.86079 -3.46673 -0.1958
C 0.59672 4.62064 1.11676 0.1867
C -4.88908 2.07254 0.32478 -0.0355
C -3.80920 1.13484 4.61931 -0.2217
C -1.02383 5.20742 -5.49859 -0.7898
C 3.40849 -0.98343 0.09862 -0.9082
C -0.37034 0.35683 0.56765 -0.4774
C -0.63994 3.59678 3.01220 -1.0635
H 5.15017 4.00478 -4.39059 0.3016
H 0.40073 -1.23719 -1.91746 0.4555
H 1.20929 5.06919 4.18794 0.3186
H -1.28044 -4.16617 4.72396 0.3298
H 5.28353 1.73094 -3.76532 0.4059
H -2.37589 0.15814 3.46923 -0.2816
H -0.01987 1.45431 -2.60161 -0.3847
H -0.04761 3.15884 -4.21456 0.0315
H -0.94193 4.01939 3.97049 0.4599
H -3.41352 -5.81174 3.54636 0.3453
H 2.40099 4.85682 2.84711 0.2753
H 1.67465 -2.71647 3.68144 -0.3168
H -1.13776 6.16635 -6.00413 0.3580
H -0.68867 -4.20961 -4.58303 0.3221
H -3.11795 1.00171 -6.86273 0.2823
H 3.50349 -1.62042 -0.78078 0.3188
H 6.10940 -6.28327 2.30970 0.3042
H 2.74735 -2.23311 6.59583 0.3590
H 1.56172 5.08680 0.86445 0.3022
H -0.14553 1.34673 0.99401 0.1468
H -1.60751 3.71776 2.52510 0.3382
H -1.82848 4.98267 -4.79850 0.2869
H -2.06218 -2.33791 1.92990 -0.0567
H 5.16990 -7.28910 3.44690 0.3150
H -1.99993 -2.28482 -3.79747 -0.2066
H 2.07624 -1.01229 5.62871 0.3088
H -1.01652 4.36956 -6.19577 0.1985
H -4.67007 0.46629 4.62613 0.3726
H -3.74196 -0.26238 0.93336 0.1472
H 3.90516 2.03251 -2.64379 0.0797
H -4.19908 2.61402 -2.22724 0.3184
H 1.55745 -1.80051 0.85108 0.1227
H 1.07755 -2.47433 6.11143 0.3288
H -4.68618 -4.81051 3.14500 0.3256
H -1.39554 -0.83412 -2.08132 0.1857
H 2.90441 -0.07308 -0.22583 0.0781
H 3.70528 4.49618 -3.42464 0.1360
H -3.92889 -4.60070 4.75380 0.3016
H 0.16727 2.34251 -1.09962 0.2112
H -0.52328 -3.69972 3.18334 -0.0847
H -5.22902 2.94683 -0.25161 0.3208
H 2.37833 -3.90965 4.60031 0.2756
H 1.80106 3.46106 3.85935 0.3006
H -0.12209 0.11704 -6.97910 0.3934
H -4.73656 0.98857 -2.57132 0.3584
H 4.43518 -0.84965 0.43937 0.4400
H -4.65794 -0.60915 -0.58690 0.4959
H -2.90587 -0.38898 -0.52808 -0.1663
H 4.30145 -5.45333 4.56803 0.2134
H -0.70300 1.73161 -6.77930 0.1625
H 2.35762 -1.01319 2.01566 0.3397
H 5.82737 -4.56215 4.31505 0.3522
H -1.64788 -5.26962 -3.46314 0.3633
H 1.15161 4.10591 -3.28326 0.1388
H -0.57003 4.23373 -2.99793 0.3860
H -0.38356 2.53767 3.03754 0.2116
H 6.59761 -6.66288 4.05925 0.3677
H -2.98359 -3.56006 -4.47605 0.4037
H 1.37615 1.24425 -1.69022 0.4076
H 0.85219 6.78266 -5.62943 0.2453
H -1.64080 1.31265 4.50414 0.2548
H -3.99509 1.80713 3.78170 0.1829
H -2.29047 0.79263 -8.45156 0.3691
H -0.83693 -1.80079 -0.70877 0.1788
H -3.04948 1.32889 -2.32196 0.1740
H -1.11919 -5.23518 3.30729 0.4258
```

=====

A 7-piece molecular cluster, C29H67F2NO14S overall, computed with wB97M-V/def2-TZVPD.

Maximum force   5.0 eV/A
Frontier orbital gap   0.3309 Eh
SMILES   C#CN([C@@H](F)CC)S(=O)(=O)F.COCCOC.COCCOC.COCCOC.COCCOC.COCCOC.COCCOC
Calculated total energy   -77572.9685 eV
HOMO energy   -9.00 eV
Lowest unoccupied orbital energy   0.00 eV

Geometry as XYZ:
```
114
Properties=species:S:1:pos:R:3:mulliken_charge:R:1
S -4.52650 2.82337 7.04713 1.0595
F -3.11643 3.67915 6.83742 -0.1397
F -5.05359 0.47056 4.05587 -0.2895
O 1.58306 2.12327 -0.17103 -0.3201
O 0.72286 -1.67004 2.42368 -0.2959
O -3.61405 -4.56165 1.91161 -0.3064
O -5.47099 -6.75311 1.25146 -0.3745
O 1.50937 3.68114 6.36468 -0.2886
O 4.62511 -4.74749 -10.79440 -0.3779
O -4.61866 2.45575 8.46460 -0.5480
O 5.18179 -1.89813 -10.28346 -0.3013
O 1.82917 3.09704 -2.94157 -0.1970
O -5.65516 3.68788 6.71753 -0.5684
O -1.53949 -1.84312 4.30375 -0.2804
O 2.61547 0.80536 -7.57720 -0.3816
O 0.52058 6.12725 7.67960 -0.4176
O 4.46455 3.00315 -6.91511 -0.4089
N -4.35962 1.45536 6.05033 0.3542
C -6.63462 0.22094 5.86158 -0.3870
C 0.47056 2.73341 -3.14225 -0.8348
C -3.30731 -0.65131 7.24304 -0.1315
C 1.85672 0.81722 -0.65806 -0.8269
C 3.95474 -2.40528 -10.80007 -0.3821
C 0.36868 6.70461 6.39082 -0.7113
C 6.24171 -1.98800 -11.22379 -0.8204
C 0.56198 -2.68754 3.40636 -0.8239
C -0.91050 -2.96180 3.68727 -0.2550
C 3.92229 2.99630 -5.60202 -0.8005
C -3.89399 0.30114 6.76302 -0.5453
C 3.67521 -3.81351 -10.29016 -0.6198
C 2.54135 3.07952 -0.61185 -0.5824
C -2.30009 -1.07395 3.38149 -0.4286
C -3.21625 -5.86005 1.48162 -0.5046
C -6.46796 -5.77254 1.00108 -0.6799
C 3.83266 1.07786 -8.26788 0.0397
C 0.92831 3.72538 7.66460 -0.6031
C 2.79498 4.28105 6.32569 -0.7865
C 5.63003 -5.06815 -9.84294 -0.7110
C -4.25591 -6.48402 0.55904 -0.6090
C -7.15912 0.66810 7.29144 -0.8982
C -4.15224 -4.56729 3.22538 -0.7925
C 1.04222 -0.40774 2.99438 -0.6790
C -0.09651 4.84702 7.77920 -0.2743
C 4.86746 1.70588 -7.34288 -0.6709
C -5.55300 1.17512 5.21271 -0.0756
C 2.01117 3.90135 -1.78018 -0.5567
C 1.61656 1.78223 -7.83063 -0.7279
H 4.72943 2.90052 -4.86816 0.3914
H -6.89753 -5.92840 0.00621 0.3286
H -4.87735 -5.37097 3.37015 0.5013
H 1.69994 3.81948 8.43549 0.3212
H 3.06631 4.43572 5.27980 0.2420
H 1.06782 7.53753 6.30816 0.2534
H 0.97052 0.20062 -0.49724 0.2462
H -3.23504 -1.59308 3.14879 0.1052
H 2.69085 0.38138 -0.09849 0.3279
H 1.09427 -2.42832 4.32719 0.3533
H -1.75033 -0.87688 2.45869 0.2950
H 2.08997 0.81618 -1.72499 0.4021
H 3.94891 -2.37617 -11.89434 0.3481
H 2.01039 2.79844 -7.75684 0.3223
H 1.18959 1.62423 -8.82663 0.3225
H 4.21881 0.11810 -8.62479 0.0177
H 0.89603 0.35712 2.23059 0.1440
H 6.44548 -5.56790 -10.36687 0.2464
H -4.65617 -3.61329 3.39171 0.1545
H 3.19970 2.19068 -5.45939 0.3572
H 3.41473 3.94813 -5.43788 0.2540
H 3.53135 3.61101 6.78170 0.3091
H 3.48778 2.59444 -0.87167 0.3404
H 6.28268 -2.96762 -11.70450 0.3472
H -8.16692 0.18501 7.51593 0.3426
H -6.07092 -4.75755 1.07480 0.2735
H -0.98083 -3.79676 4.39350 0.3801
H 0.44062 1.92610 -3.87506 0.2204
H -3.87395 -7.44454 0.20038 0.3889
H -7.53394 0.24207 5.15661 0.3717
H -7.25619 -5.89328 1.74494 0.2433
H 2.81343 5.24710 6.83469 0.3334
H 0.82675 1.65991 -7.08836 0.2259
H 0.41675 2.76923 7.81786 0.3882
H -0.65009 7.08892 6.27612 0.3059
H -0.08575 3.58874 -3.53952 0.3098
H -6.25047 -0.84963 5.82118 0.2221
H 3.64957 -3.83521 -9.19621 0.3136
H 5.07166 1.05652 -6.48546 0.3397
H -4.43651 -5.84800 -0.31317 0.3307
H 5.80251 1.82959 -7.89936 0.3859
H 5.22285 -5.75355 -9.09259 0.3253
H 3.15978 -1.74160 -10.44334 0.3711
H -0.88467 4.73482 7.02923 0.2371
H 2.75160 4.66588 -2.03469 0.3676
H -3.34292 -4.66607 3.95629 0.2745
H 6.12945 -1.20913 -11.98516 0.3135
H -6.05837 2.09577 4.79465 0.3662
H 2.69321 -4.12917 -10.65497 0.3884
H -6.44855 0.22257 8.06333 0.2475
H 3.65197 1.71236 -9.14144 0.3344
H -7.22679 1.79272 7.42584 0.1959
H -1.43742 -3.25218 2.77246 0.2688
H 7.18141 -1.82301 -10.69362 0.2589
H 0.40579 -0.17197 3.85019 0.3449
H -2.28227 -5.73886 0.92264 0.3757
H 2.73073 3.75326 0.23049 0.3972
H -0.56394 4.79444 8.76706 0.3931
H -2.54056 -0.11918 3.85118 0.1665
H -2.72187 -1.31205 7.93894 0.4186
H -3.01166 -6.51061 2.33802 0.3768
H 1.08155 4.41174 -1.50958 0.3549
H 1.01632 -3.59697 3.00093 0.4112
H 6.02585 -4.17722 -9.35017 0.3052
H -0.00007 2.38542 -2.22007 0.3532
H 0.58296 5.98861 5.59410 0.3137
H 2.09278 -0.39908 3.30317 0.2941
```